No. 1
{"formula": "C33H28O6P", "method": "ωB97M-V/def2-TZVPD", "symbols": ["P", "O", "O", "O", "O", "O", "O", "C", "C", "C", "C", "C", "C", "C", "C", "C", "C", "C", "C", "C", "C", "C", "C", "C", "C", "C", "C", "C", "C", "C", "C", "C", "C", "C", "C", "C", "C", "C", "C", "C", "H", "H", "H", "H", "H", "H", "H", "H", "H", "H", "H", "H", "H", "H", "H", "H", "H", "H", "H", "H", "H", "H", "H", "H", "H", "H", "H", "H"], "xyz": [[-5.85731, -2.66122, -1.91701], [-2.00573, -3.24066, -2.46923], [-3.02404, 0.03586, 2.85864], [0.44890, 3.81424, 4.33199], [-1.27997, -1.14440, -1.28605], [5.05885, 1.46081, -0.93033], [3.79733, -3.32326, -2.93771], [1.16501, -0.13552, -3.62942], [6.93800, -0.58489, -0.62392], [-6.04390, -0.73588, -1.68443], [0.67832, 2.34522, 0.41543], [7.46150, -2.92231, -0.94547], [-3.13798, 1.38370, 6.82428], [-1.20049, 1.38433, 2.25003], [2.02432, -1.22064, -3.44389], [-0.30663, 2.38502, 2.62824], [-0.20218, 1.33011, 0.04240], [-3.44493, 0.13285, -1.49524], [-2.19660, 2.33270, 7.22204], [-2.21716, 1.40927, 4.58437], [2.65250, 1.26504, -2.33846], [3.20385, -1.06327, -2.70445], [5.36938, -2.02492, -1.77218], [6.24188, -3.10713, -1.59819], [7.81365, -1.66049, -0.46713], [-3.15018, 0.92020, 5.50796], [-1.29191, 2.37611, 4.97585], [-2.03810, -0.32655, -2.23623], [0.62851, 2.87363, 1.70622], [-0.32767, 2.92532, 4.00192], [-4.77511, -0.01340, -2.44976], [-1.27757, 2.83416, 6.29890], [4.09950, -2.21940, -2.50133], [5.71068, -0.76885, -1.27224], [3.52314, 0.18121, -2.16341], [-2.20930, 0.88259, 3.20429], [4.78306, 0.37058, -1.41768], [1.47538, 1.10402, -3.07079], [-1.14452, 0.85181, 0.95538], [-1.18719, -2.55377, -1.67349], [0.25224, -0.25863, -4.20836], [-0.54891, 3.57871, 6.61529], [-4.45756, -0.65642, -3.38933], [-0.15701, 0.91155, -0.96071], [1.40769, 2.72305, -0.29779], [8.13989, -3.76263, -0.81516], [-6.90192, -3.16021, -2.81483], [-5.86531, -3.35252, -0.64866], [-3.86018, 0.99962, 7.54138], [2.89060, 2.23696, -1.90944], [1.77302, -2.18586, -3.88071], [-2.18091, -0.78275, -3.30241], [-2.17894, 2.68455, 8.25115], [7.21736, 0.39619, -0.24333], [5.97615, -4.09371, -1.97381], [0.80263, 1.94765, -3.20902], [8.76976, -1.51371, 0.03035], [-1.83047, 0.06128, 0.65512], [-7.03585, -0.46528, -2.28864], [-3.51042, -0.47769, -0.47933], [-0.31090, -3.18264, -1.16040], [-5.05885, 1.08479, -2.80435], [-3.37278, 1.27990, -1.17712], [-4.59511, -2.95038, -2.56644], [1.32235, 3.66256, 1.99181], [-6.13090, -0.47859, -0.54430], [-3.88435, 0.17529, 5.20607], [-1.42664, 0.68672, -2.39695]], "homo_ha": -0.4158, "lumo_ev": -3.4, "charge": 1, "fmax_ha_per_bohr": 0.1534}

***

No. 2
{"formula": "C33H29BrCdF3N5S", "method": "ωB97M-V/def2-TZVPD", "symbols": ["Cd", "Br", "S", "F", "F", "F", "N", "N", "N", "N", "N", "C", "C", "C", "C", "C", "C", "C", "C", "C", "C", "C", "C", "C", "C", "C", "C", "C", "C", "C", "C", "C", "C", "C", "C", "C", "C", "C", "C", "C", "C", "C", "C", "C", "H", "H", "H", "H", "H", "H", "H", "H", "H", "H", "H", "H", "H", "H", "H", "H", "H", "H", "H", "H", "H", "H", "H", "H", "H", "H", "H", "H", "H"], "xyz": [[-1.57387, -1.21782, -0.36248], [4.49297, 4.83274, -1.05502], [-3.33914, -2.67953, 0.97212], [-3.98590, -3.37664, 5.40483], [-5.16347, -2.75663, 3.70507], [-3.78058, -4.40000, 3.51891], [-3.09377, -0.14124, -1.50654], [-1.53367, -1.10544, 2.04465], [-0.53917, 0.78311, -1.16844], [-0.53634, -3.52932, -0.65826], [0.93512, -1.26923, -0.40472], [-1.27426, -4.63229, -0.72714], [-4.86928, 0.81790, -2.52444], [0.21990, -5.84156, 0.67317], [0.58852, -3.56561, 0.06574], [-2.54368, -1.97324, 2.31983], [-2.69838, 1.05524, -2.05938], [1.19196, 0.00272, -3.37522], [-1.17284, -0.64936, 4.35758], [-0.88392, -0.47652, 3.02564], [-2.86049, -2.22106, 3.67924], [1.91300, 3.64703, -0.72951], [-1.35392, 1.48336, -1.88171], [1.00070, -4.69784, 0.74676], [3.15223, 0.10304, -0.47636], [1.71529, 0.55551, -2.08106], [1.31983, 1.04530, -4.48761], [-3.77907, 1.67137, -2.69941], [0.34399, 4.90494, 1.65868], [-4.39707, -0.27549, -1.78049], [1.80920, 3.06292, 0.70651], [1.41735, -2.33431, 0.06764], [0.98148, 2.52596, -0.40771], [3.90816, 1.33462, 0.11999], [-0.93256, -5.81489, -0.08969], [1.17513, 3.65888, 1.94469], [3.29893, 2.67428, 0.64277], [1.64119, -0.08587, -0.62397], [0.84338, 1.15002, -1.02240], [3.39297, 3.26634, -0.77123], [-3.94753, -3.18988, 4.06369], [-2.18361, -1.55049, 4.67616], [4.01584, 1.94856, -1.31378], [3.22825, 0.72622, -1.88695], [-5.87915, 0.96141, -2.87785], [0.96598, 5.69020, 1.22671], [0.95546, 0.65290, -5.43797], [-0.10431, 5.29003, 2.57520], [-0.47074, 4.69599, 0.96084], [0.74025, 1.94012, -4.24611], [-2.18326, -4.56335, -1.31043], [-0.62977, -0.11069, 5.12099], [-1.03833, 2.40598, -2.37852], [1.96808, 3.91254, 2.65191], [2.44058, -2.41720, 0.44183], [3.67820, -0.83157, -0.29314], [-2.44141, -1.73238, 5.70938], [2.36012, 1.35115, -4.62395], [-4.94791, -1.13882, -1.43401], [4.81159, 1.05103, 0.65632], [4.98780, 2.09335, -1.77684], [3.77177, 0.19057, -2.66401], [0.15377, -0.30207, -3.26705], [1.54380, 4.58527, -1.12393], [-0.09472, 0.19949, 2.71003], [0.54963, 2.90520, 2.43284], [-1.57191, -6.68272, -0.17746], [-3.76014, 2.62618, -3.20715], [3.87894, 3.12857, 1.44196], [1.76278, -0.89269, -3.63841], [1.91752, -4.67717, 1.32450], [0.50892, -6.73842, 1.20663], [-0.01641, 2.94129, -0.30245]], "homo_ha": -0.2714, "lumo_ev": -0.5, "de_lowest_kcal_mol": 119.1, "charge": 0, "fmax_ha_per_bohr": 0.0097}

***

No. 3
{"formula": "C33H29BrGeN5O2S2W", "method": "ωB97M-V/def2-TZVPD", "symbols": ["W", "Br", "Ge", "S", "S", "O", "O", "N", "N", "N", "N", "N", "C", "C", "C", "C", "C", "C", "C", "C", "C", "C", "C", "C", "C", "C", "C", "C", "C", "C", "C", "C", "C", "C", "C", "C", "C", "C", "C", "C", "C", "C", "C", "C", "C", "H", "H", "H", "H", "H", "H", "H", "H", "H", "H", "H", "H", "H", "H", "H", "H", "H", "H", "H", "H", "H", "H", "H", "H", "H", "H", "H", "H", "H"], "xyz": [[0.05382, -0.18282, -0.17909], [0.26295, -7.01720, 0.11426], [-2.55142, 0.08576, -0.06495], [0.18466, 2.09444, 0.07059], [0.60004, -0.07650, 2.25024], [0.48604, -0.03150, -1.93509], [0.61815, 0.36495, -4.11714], [-0.00508, -2.39068, -0.02352], [4.37061, 0.20374, 3.20575], [3.03177, 0.10800, 3.44228], [3.22512, 0.02641, 1.34942], [2.87443, -0.02627, 0.00520], [-3.51903, 4.01952, 1.08818], [-0.98672, 4.84141, -2.56477], [0.15228, -5.16278, 0.05606], [-1.00558, -3.15980, -0.49846], [-0.96630, -4.53584, -0.47209], [-0.67575, 4.12210, -1.42048], [-4.56860, -0.40026, 1.87567], [0.36406, 0.83302, -3.06995], [-3.31841, -1.09017, -4.07823], [4.48796, 0.16326, 1.92185], [-0.84182, 4.25825, -3.81204], [-0.09891, 2.20395, -2.76557], [-5.21172, -0.99581, 2.95117], [-4.15608, 4.54252, -0.03254], [-2.64176, -1.77989, 2.26347], [1.19696, -4.38188, 0.54783], [-0.38888, 2.95298, -3.90717], [-0.24541, 2.80312, -1.50106], [-4.30232, 3.76254, -1.16957], [-3.01992, 2.72660, 1.06017], [-3.14886, 1.93759, -0.08426], [1.07395, -3.01748, 0.49489], [-3.80672, 2.46274, -1.19253], [-4.15081, -1.84763, -1.53927], [-4.24883, -2.11026, -3.92954], [-2.80633, -0.45273, -2.95688], [2.30823, 0.00043, 2.34143], [-3.28156, -2.37245, 3.34540], [-4.66952, -2.48352, -2.65961], [-4.56725, -1.98203, 3.68761], [-3.20962, -0.82332, -1.67370], [-3.27621, -0.79184, 1.51313], [5.74594, 0.24069, 1.14511], [2.90917, 0.90832, -0.38796], [-2.99442, -0.79120, -5.06709], [3.52412, -0.62776, -0.49220], [-2.09386, 0.35681, -3.09841], [-6.21402, -0.68652, 3.21802], [-5.08463, 0.37497, 1.31869], [2.08162, -4.83636, 0.97097], [-0.25866, 2.48545, -4.87357], [-5.40954, -3.26511, -2.54145], [-2.54717, 2.32934, 1.95320], [-4.55605, 5.54867, -0.00782], [-3.42818, 4.61535, 1.98808], [-2.77700, -3.13801, 3.92245], [-1.33756, 5.86120, -2.47322], [1.85198, -2.38327, 0.89476], [-4.81541, 4.15734, -2.03766], [5.90321, -0.66378, 0.55453], [-5.06677, -2.44212, 4.53055], [-1.63942, -2.10723, 2.01782], [-4.65167, -2.60772, -4.80251], [-3.95727, 1.86317, -2.08288], [2.68915, 0.13598, 4.39125], [-0.77913, 4.58642, -0.44759], [-1.07576, 4.81452, -4.70957], [-1.79967, -5.10270, -0.86377], [6.57581, 0.34892, 1.83792], [5.73437, 1.10118, 0.47385], [-4.49604, -2.14475, -0.55349], [-1.85412, -2.64782, -0.92499]], "homo_ha": [-0.5003, -0.4999], "spin_multiplicity": 2, "lumo_ev": [-7.6, -7.2], "de_lowest_kcal_mol": 22.5, "charge": 2, "fmax_ha_per_bohr": 0.0118}

***

Q: Number 3 is which compound?
A: C33H29BrGeN5O2S2W

***

Q: Which formula does entry 2 have?
A: C33H29BrCdF3N5S